Entry 1:
DFT (ωB97M-V/def2-TZVPD) results for the molecule C2H4N2O2 at a distorted geometry.

```
10
Properties=species:S:1:pos:R:3
C 0.94605 -0.96771 -0.06861
C -0.45042 -0.53001 0.27572
N 2.05371 1.24244 0.18314
N 1.75937 0.00941 -0.39762
O 1.37250 -2.34742 0.28288
O 3.08820 0.29636 -0.02182
H -1.19805 -1.14820 -0.17360
H -0.68698 0.34015 -0.23330
H -0.53846 -0.55848 1.34291
H 2.26972 1.92424 -0.46280
```

Results
SMILES string: CC(=O)n1[nH]o1
ΔE to the lowest compared entry with this formula, charge and spin: 832.9 kJ/mol
HOMO level (spin up / spin down): -9.8311 / -9.8303 eV
M: 88.07 g/mol
LUMO level (spin up / spin down): 0.0047 / 0.0047 Ha


Entry 2:
DFT (ωB97M-V/def2-TZVPD) results for the molecule C5H7NO.

```
14
Properties=species:S:1:pos:R:3
C 0.57924 -1.14997 -0.66117
C -0.24944 -0.11291 -1.38915
C -1.42315 0.27273 -0.90329
O -1.01359 1.45938 1.46004
C -0.12582 0.80394 1.97106
N 0.97250 0.34616 1.31233
C 1.34798 -0.22479 0.25251
H -0.04306 -1.87419 -0.12246
H 1.27055 -1.69027 -1.31996
H 0.26437 0.45706 -2.16317
H -1.89448 -0.27287 -0.08732
H -1.92888 1.16455 -1.25300
H -0.05487 0.68986 3.06343
H 2.29865 0.13132 -0.15987
```

Results
SMILES string: C=CC/C=N\C=O
ΔE to the lowest compared entry with this formula, charge and spin: 218.9 kJ/mol
HOMO level: -9.0302 eV
M: 97.12 g/mol
LUMO level: 0.0127 Ha


Entry 3:
DFT (ωB97M-V/def2-TZVPD) results for a cluster of 2 separate species, C2H4FIOS in total at a distorted geometry.

```
10
Properties=species:S:1:pos:R:3
C 0.17889 -1.07913 -1.13324
C 0.53171 -1.28279 0.14069
O 0.55275 2.18593 0.50780
F -0.91934 -1.70839 -1.53343
S -0.96641 2.09936 0.09227
I -2.09408 0.39817 1.38633
H 0.79871 2.70925 1.26564
H 0.64222 -0.51084 -2.01665
H 1.47189 -0.99422 0.54386
H -0.19634 -1.81733 0.74673
```

Results
SMILES string: C=CF.OSI
ΔE to the lowest compared entry with this formula, charge and spin: 62.5 kJ/mol
HOMO level: -8.6973 eV
M: 222.02 g/mol
LUMO level: -0.0197 Ha


Entry 4:
DFT (ωB97M-V/def2-TZVPD) results for a cluster of 3 separate species, C4H15NO2 in total at a distorted geometry.

```
22
Properties=species:S:1:pos:R:3
C -1.12033 -1.86745 1.71052
C -0.99104 -0.78408 0.53090
N -0.26585 0.38021 0.77152
C -0.63394 1.47393 -0.13987
C -0.02950 2.92325 0.39954
H -1.50641 -1.32379 2.58167
H -1.92899 -2.61133 1.44424
H -0.17837 -2.38714 1.95594
H -2.03744 -0.67293 0.17706
H -0.60409 -1.30131 -0.28142
H 0.75326 0.13399 0.96683
H -1.75337 1.63653 -0.12721
H -0.21738 1.39523 -1.15950
H 1.00505 3.06672 0.14933
H -0.18875 3.08480 1.46677
H -0.74154 3.73410 -0.08976
H 3.13608 -1.81509 -0.99475
H 2.02156 -2.02357 -0.00087
O 2.27150 -1.48256 -0.69563
H 1.41888 -0.89225 -2.36974
H 0.83245 0.12499 -3.21729
O 0.75822 -0.79225 -3.07828
```

Results
SMILES string: CCNCC.O.O
ΔE to the lowest compared entry with this formula, charge and spin: 199.0 kJ/mol
HOMO level: -8.2748 eV
M: 109.17 g/mol
LUMO level: 0.0151 Ha